[1]
This record from OMol25 describes a 2-piece molecular cluster, C22H30N6O2 overall at a distorted geometry. The level of theory is wB97M-V/def2-TZVPD.

Cartesian coordinates (Å):
1 C -3.03 -1.59 1.53
2 N -2.18 -0.62 0.85
3 C -0.97 -0.13 1.17
4 O -0.50 0.72 0.43
5 C -0.14 -0.53 2.41
6 C 1.24 -1.09 2.00
7 C 2.27 -1.21 3.15
8 C 3.55 -1.86 2.61
9 C 2.65 0.14 3.74
10 N -0.76 -1.46 3.37
11 C -0.98 -1.19 4.66
12 C -1.60 -2.30 5.48
13 O -0.70 -0.12 5.18
14 H -2.53 -2.55 1.59
15 H -3.96 -1.71 0.97
16 H -3.28 -1.23 2.53
17 H -2.55 -0.20 0.00
18 H 0.03 0.41 2.93
19 H 1.10 -2.07 1.54
20 H 1.67 -0.43 1.24
21 H 1.87 -1.85 3.94
22 H 4.26 -1.99 3.43
23 H 3.99 -1.23 1.84
24 H 3.32 -2.84 2.19
25 H 1.79 0.60 4.23
26 H 3.43 0.01 4.49
27 H 3.01 0.81 2.96
28 H -1.02 -2.37 3.04
29 H -0.93 -3.15 5.49
30 H -2.55 -2.58 5.05
31 H -1.74 -1.94 6.50
32 N -2.60 1.52 -2.65
33 C -2.23 2.79 -3.06
34 C -3.17 3.59 -3.70
35 C -2.82 4.87 -4.15
36 C -1.52 5.34 -3.95
37 C -0.58 4.55 -3.29
38 C -0.92 3.26 -2.85
39 N 0.07 2.52 -2.18
40 C 0.50 1.25 -2.50
41 N 0.07 0.51 -3.50
42 C 0.83 -0.66 -3.43
43 C 0.79 -1.77 -4.28
44 C 1.64 -2.85 -4.02
45 C 2.53 -2.81 -2.93
46 C 2.56 -1.69 -2.09
47 C 1.71 -0.62 -2.36
48 N 1.48 0.60 -1.79
49 H -1.78 0.91 -2.57
50 H -3.39 1.12 -3.14
51 H -4.18 3.23 -3.86
52 H -3.55 5.49 -4.66
53 H -1.24 6.33 -4.30
54 H 0.43 4.92 -3.13
55 H 0.60 3.00 -1.47
56 H 0.10 -1.77 -5.11
57 H 1.62 -3.72 -4.68
58 H 3.19 -3.65 -2.74
59 H 3.25 -1.65 -1.25
60 H 1.83 0.92 -0.89

As for the orbital gap: 7.9 eV. Its SMILES is CNC(=O)[C@H](CC(C)C)NC(C)=O.Nc1ccccc1Nc1nc2ccccc2[nH]1. Its LUMO energy is 0.40 eV. The value obtained for the HOMO energy is -7.4789 eV. As for the energy: -36338.4852 eV. The value obtained for the energy relative to the best compared isomer or geometry (same formula, charge and spin) is 0.172 eV.

Here is what Löwdin gives for the atomic charges, in e:
1 C -0.07
2 N 0.05
3 C -0.43
4 O 0.03
5 C -0.17
6 C -0.12
7 C -0.42
8 C -0.08
9 C -0.07
10 N 0.09
11 C -0.56
12 C 0.01
13 O 0.05
14 H 0.08
15 H 0.09
16 H 0.08
17 H 0.13
18 H 0.15
19 H 0.12
20 H 0.10
21 H 0.13
22 H 0.08
23 H 0.08
24 H 0.08
25 H 0.07
26 H 0.08
27 H 0.08
28 H 0.13
29 H 0.08
30 H 0.08
31 H 0.09
32 N 0.10
33 C -0.27
34 C -0.04
35 C -0.10
36 C -0.11
37 C -0.03
38 C -0.20
39 N 0.13
40 C -0.36
41 N 0.16
42 C -0.24
43 C -0.02
44 C -0.10
45 C -0.11
46 C -0.03
47 C -0.21
48 N 0.16
49 H 0.06
50 H 0.09
51 H 0.10
52 H 0.10
53 H 0.09
54 H 0.11
55 H 0.15
56 H 0.11
57 H 0.09
58 H 0.09
59 H 0.10
60 H 0.15

***

[2]
This record from OMol25 describes C22H30N8O2S2Tl as an isolated structure. The level of theory is wB97M-V/def2-TZVPD.

Cartesian coordinates (Å):
1 Tl -0.33 -0.47 -0.60
2 S 2.51 0.17 0.02
3 C 2.34 1.12 1.47
4 N 3.29 1.78 2.05
5 N 4.49 1.71 1.45
6 C 5.57 2.39 1.96
7 C 5.49 3.15 3.13
8 C 6.61 3.81 3.60
9 C 7.83 3.74 2.94
10 C 7.91 2.98 1.77
11 C 6.80 2.32 1.28
12 N 1.14 1.29 2.21
13 N 0.12 0.74 1.78
14 C -1.04 1.00 2.58
15 C -1.15 2.12 3.39
16 C -2.32 2.33 4.10
17 C -3.37 1.43 4.01
18 C -3.26 0.32 3.19
19 C -2.09 0.10 2.47
20 H 4.55 1.18 0.58
21 H 4.54 3.21 3.64
22 H 6.53 4.40 4.51
23 H 8.70 4.25 3.32
24 H 8.85 2.91 1.24
25 H 6.87 1.73 0.38
26 H -0.33 2.82 3.43
27 H -2.41 3.21 4.73
28 H -4.29 1.60 4.57
29 H -4.08 -0.38 3.10
30 H -2.02 -0.75 1.81
31 C -5.29 -0.05 -1.43
32 C -3.95 0.01 -0.73
33 N -3.33 -1.06 -0.38
34 O -4.01 -2.23 -0.80
35 C -3.35 1.31 -0.47
36 C -4.18 2.53 -0.19
37 N -2.04 1.40 -0.44
38 O -1.51 2.54 -0.21
39 H -5.24 -0.76 -2.26
40 H -5.59 0.92 -1.80
41 H -6.06 -0.43 -0.75
42 H -3.40 -2.94 -0.54
43 H -5.23 2.29 -0.05
44 H -4.08 3.27 -0.99
45 H -3.79 3.01 0.71
46 C -1.45 -2.21 -5.35
47 C -1.63 -1.64 -3.95
48 N -1.97 -2.64 -2.96
49 C -1.11 -3.45 -2.32
50 S -1.65 -4.50 -1.12
51 N 0.19 -3.38 -2.69
52 C 1.28 -3.98 -1.93
53 C 1.61 -5.39 -2.40
54 H -1.19 -1.42 -6.06
55 H -2.37 -2.69 -5.69
56 H -0.66 -2.96 -5.38
57 H -2.44 -0.91 -3.95
58 H -0.75 -1.08 -3.63
59 H -2.90 -2.64 -2.57
60 H 0.45 -2.62 -3.30
61 H 0.99 -3.99 -0.87
62 H 2.13 -3.32 -2.03
63 H 0.74 -6.03 -2.28
64 H 2.43 -5.79 -1.81
65 H 1.90 -5.38 -3.45

As for the orbital gap: 6.5 eV. Its LUMO energy is 2.27 eV. The value obtained for the HOMO energy is -4.2366 eV. As for the energy: -65679.4851 eV. The value obtained for the energy relative to the best compared isomer or geometry (same formula, charge and spin) is 0.000 eV. As for the net charge: -1.

Here is what Löwdin gives for the atomic charges, in e:
1 Tl 0.70
2 S 0.37
3 C -0.83
4 N 0.03
5 N -0.03
6 C -0.25
7 C -0.04
8 C -0.11
9 C -0.13
10 C -0.12
11 C -0.04
12 N 0.04
13 N -0.03
14 C -0.26
15 C -0.02
16 C -0.09
17 C -0.10
18 C -0.08
19 C -0.05
20 H 0.04
21 H 0.10
22 H 0.09
23 H 0.09
24 H 0.09
25 H 0.11
26 H 0.11
27 H 0.10
28 H 0.09
29 H 0.10
30 H 0.07
31 C -0.03
32 C -0.32
33 N 0.00
34 O -0.14
35 C -0.34
36 C -0.06
37 N -0.25
38 O -0.20
39 H 0.07
40 H 0.07
41 H 0.09
42 H -0.02
43 H 0.06
44 H 0.08
45 H 0.07
46 C -0.08
47 C -0.26
48 N -0.01
49 C -0.89
50 S 0.63
51 N -0.01
52 C -0.28
53 C -0.10
54 H 0.07
55 H 0.07
56 H 0.07
57 H 0.12
58 H 0.08
59 H 0.09
60 H 0.11
61 H 0.08
62 H 0.12
63 H 0.05
64 H 0.07
65 H 0.07

***

[3]
This record from OMol25 describes C22H31BBrF4N6O3PRb as an isolated structure. The level of theory is wB97M-V/def2-TZVPD.

Cartesian coordinates (Å):
1 Rb 0.35 -1.59 -0.23
2 Br 7.24 0.88 -3.49
3 C 6.07 0.24 -2.14
4 C 4.87 -0.35 -2.50
5 C 4.03 -0.82 -1.52
6 C 4.36 -0.68 -0.17
7 C 5.58 -0.11 0.17
8 C 6.44 0.35 -0.81
9 N 3.43 -1.16 0.78
10 C 3.28 -0.52 1.86
11 C 2.29 -0.95 2.87
12 C 2.25 -0.33 4.11
13 C 1.32 -0.75 5.04
14 C 0.45 -1.77 4.70
15 C 0.55 -2.32 3.42
16 N 1.44 -1.93 2.53
17 H 4.60 -0.44 -3.55
18 H 3.08 -1.28 -1.78
19 H 5.87 -0.03 1.21
20 H 7.40 0.79 -0.55
21 H 3.82 0.40 2.10
22 H 2.93 0.49 4.33
23 H 1.26 -0.28 6.02
24 H -0.31 -2.13 5.38
25 H -0.13 -3.11 3.10
26 C -4.66 -0.07 2.21
27 N -4.31 0.80 1.10
28 C -5.29 1.83 0.84
29 P -3.29 0.19 -0.07
30 O -2.28 -0.71 0.55
31 N -4.12 -0.63 -1.24
32 C -5.19 -0.04 -2.02
33 C -3.78 -2.00 -1.61
34 N -2.76 1.58 -0.81
35 C -2.02 2.53 0.02
36 C -2.21 1.48 -2.16
37 H -5.59 -0.61 2.03
38 H -4.78 0.53 3.12
39 H -3.86 -0.79 2.38
40 H -6.27 1.42 0.57
41 H -4.94 2.47 0.03
42 H -5.42 2.45 1.73
43 H -5.28 1.02 -1.81
44 H -6.15 -0.53 -1.81
45 H -4.98 -0.16 -3.09
46 H -2.98 -2.38 -0.98
47 H -3.44 -2.03 -2.66
48 H -4.65 -2.65 -1.52
49 H -2.38 2.51 1.04
50 H -2.15 3.54 -0.38
51 H -0.95 2.29 0.03
52 H -2.79 0.77 -2.75
53 H -1.17 1.16 -2.16
54 H -2.28 2.46 -2.64
55 O 1.01 0.52 -2.45
56 C 1.61 1.29 -1.69
57 C 2.56 2.37 -2.21
58 C 3.22 2.87 -0.93
59 C 2.43 2.15 0.17
60 O 2.65 2.33 1.37
61 N 1.53 1.28 -0.34
62 H 1.97 3.13 -2.71
63 H 3.24 1.94 -2.94
64 H 3.17 3.94 -0.78
65 H 4.27 2.57 -0.85
66 F 0.63 -3.78 -1.94
67 B -0.04 -4.72 -1.10
68 F 0.67 -4.79 0.12
69 F -0.11 -5.97 -1.71
70 F -1.33 -4.21 -0.84

As for the orbital gap: 8.3 eV. Its LUMO energy is 2.17 eV. The value obtained for the HOMO energy is -6.1384 eV. As for the energy: -129946.8762 eV. As for the net charge: -1.

Here is what Löwdin gives for the atomic charges, in e:
1 Rb 0.92
2 Br 0.70
3 C -0.70
4 C -0.12
5 C -0.01
6 C -0.26
7 C -0.02
8 C -0.14
9 N 0.12
10 C -0.11
11 C -0.25
12 C -0.01
13 C -0.07
14 C -0.06
15 C -0.12
16 N 0.07
17 H 0.11
18 H 0.11
19 H 0.11
20 H 0.10
21 H 0.11
22 H 0.12
23 H 0.10
24 H 0.10
25 H 0.12
26 C -0.11
27 N -0.31
28 C -0.13
29 P 0.51
30 O -0.37
31 N -0.31
32 C -0.13
33 C -0.08
34 N -0.30
35 C -0.10
36 C -0.08
37 H 0.08
38 H 0.08
39 H 0.07
40 H 0.08
41 H 0.07
42 H 0.08
43 H 0.07
44 H 0.08
45 H 0.08
46 H 0.06
47 H 0.09
48 H 0.09
49 H 0.08
50 H 0.08
51 H 0.07
52 H 0.07
53 H 0.06
54 H 0.09
55 O -0.06
56 C -0.58
57 C -0.09
58 C -0.09
59 C -0.53
60 O -0.01
61 N 0.10
62 H 0.11
63 H 0.10
64 H 0.11
65 H 0.10
66 F -0.01
67 B -1.29
68 F 0.07
69 F 0.12
70 F 0.05

***

[4]
This record from OMol25 describes C22H31BrGaN7OPS as an isolated structure. The level of theory is wB97M-V/def2-TZVPD.

Cartesian coordinates (Å):
1 Ga -0.72 0.59 1.24
2 C 4.70 1.30 1.80
3 C 3.37 1.06 2.45
4 C 3.24 0.92 3.83
5 C 1.99 0.72 4.41
6 C 0.90 0.66 3.58
7 Br -0.87 0.48 4.20
8 N 1.00 0.75 2.24
9 C 2.21 0.95 1.69
10 H 5.31 1.97 2.41
11 H 4.60 1.72 0.81
12 H 5.25 0.36 1.72
13 H 4.12 0.97 4.46
14 H 1.87 0.62 5.48
15 H 2.24 1.00 0.61
16 N -4.38 -0.93 1.35
17 C -3.85 -2.21 1.39
18 C -4.43 -3.47 1.43
19 C -3.56 -4.54 1.51
20 C -2.17 -4.37 1.56
21 C -1.59 -3.12 1.51
22 C -2.46 -2.04 1.41
23 N -2.21 -0.67 1.38
24 C -3.39 -0.04 1.34
25 C -3.41 1.41 1.35
26 C -4.44 2.29 1.40
27 S -3.84 3.89 1.42
28 C -2.26 3.32 1.36
29 N -2.16 2.01 1.33
30 H -5.37 -0.71 1.33
31 H -5.50 -3.61 1.41
32 H -3.96 -5.54 1.55
33 H -1.54 -5.25 1.64
34 H -0.52 -2.98 1.56
35 H -5.50 2.10 1.43
36 H -1.40 3.97 1.36
37 C 1.38 1.97 -3.77
38 N 1.08 1.79 -2.34
39 C 1.33 2.96 -1.51
40 P 0.63 0.33 -1.79
41 O -0.23 0.58 -0.50
42 N -0.32 -0.46 -2.86
43 C -1.53 0.22 -3.34
44 C 0.19 -1.50 -3.76
45 N 1.92 -0.59 -1.32
46 C 1.68 -1.89 -0.69
47 C 3.18 -0.52 -2.07
48 H 0.76 2.75 -4.19
49 H 1.20 1.04 -4.31
50 H 2.43 2.25 -3.92
51 H 0.73 3.80 -1.87
52 H 2.38 3.26 -1.56
53 H 1.07 2.76 -0.48
54 H -1.81 1.02 -2.65
55 H -2.34 -0.50 -3.39
56 H -1.38 0.64 -4.33
57 H 1.05 -2.00 -3.32
58 H 0.48 -1.09 -4.73
59 H -0.59 -2.24 -3.92
60 H 0.67 -1.94 -0.28
61 H 2.41 -2.04 0.11
62 H 1.79 -2.71 -1.40
63 H 3.32 0.48 -2.47
64 H 3.22 -1.24 -2.88
65 H 4.01 -0.73 -1.39

As for the orbital gap: 8.2 eV. Its LUMO energy is -8.69 eV. The value obtained for the HOMO energy is -16.9421 eV. As for the energy: -178318.5346 eV. As for the net charge: +3.

Here is what Löwdin gives for the atomic charges, in e:
1 Ga 0.45
2 C -0.01
3 C -0.20
4 C 0.07
5 C -0.03
6 C -0.66
7 Br 0.98
8 N -0.02
9 C -0.03
10 H 0.10
11 H 0.09
12 H 0.11
13 H 0.15
14 H 0.14
15 H 0.10
16 N 0.23
17 C -0.14
18 C 0.03
19 C -0.02
20 C -0.03
21 C 0.00
22 C -0.18
23 N 0.10
24 C -0.22
25 C -0.27
26 C -0.25
27 S 1.21
28 C -0.35
29 N -0.02
30 H 0.20
31 H 0.13
32 H 0.13
33 H 0.13
34 H 0.11
35 H 0.11
36 H 0.12
37 C -0.06
38 N -0.29
39 C -0.06
40 P 0.62
41 O -0.23
42 N -0.29
43 C -0.06
44 C -0.05
45 N -0.30
46 C -0.08
47 C -0.06
48 H 0.10
49 H 0.08
50 H 0.10
51 H 0.10
52 H 0.10
53 H 0.06
54 H 0.08
55 H 0.10
56 H 0.10
57 H 0.06
58 H 0.10
59 H 0.10
60 H 0.06
61 H 0.10
62 H 0.10
63 H 0.08
64 H 0.10
65 H 0.10